1) 45
Properties=species:S:1:pos:R:3 method="wB97M-V/def2-TZVPD" charge=0 e_homo_ev=-8.60 orbital_gap_ev=8.160
H 0.47 -0.71 0.71
H -0.52 0.22 0.01
H 0.16 -4.21 2.47
H 0.32 -3.49 3.77
H -0.15 3.17 -2.01
H -0.41 4.07 -0.83
H -3.49 3.23 2.61
H -3.84 2.06 1.70
H -1.31 -5.21 0.42
H 0.14 -4.82 0.81
H 3.76 -0.15 -1.71
H 5.00 0.03 -2.57
H 1.90 -1.81 -0.34
H 3.42 -2.18 -0.39
H -2.42 1.51 -2.47
H -2.92 2.78 -1.82
H 2.10 -0.15 -3.83
H 2.10 0.98 -2.70
H -0.68 3.57 1.80
H -1.88 4.37 1.43
H -2.09 0.67 1.56
H -3.54 0.52 1.12
H -2.62 -1.47 -2.19
H -1.55 -2.63 -1.97
H 0.20 -1.73 -2.99
H -0.57 -2.03 -4.37
H -1.19 1.87 2.94
H -0.06 1.11 2.60
H 3.99 0.82 3.06
H 3.75 0.81 1.55
O 0.16 -0.45 -0.08
O 0.53 -4.37 3.41
O 0.19 3.35 -1.04
O -3.39 2.28 2.47
O -0.67 -5.22 1.17
O 4.22 0.51 -2.28
O 2.65 -2.04 0.23
O -2.18 2.18 -1.78
O 2.65 0.40 -3.17
O -1.68 3.49 1.72
O -2.72 0.03 1.25
O -1.75 -1.69 -1.91
O -0.26 -2.43 -3.49
O -0.25 2.02 2.91
O 4.43 0.74 2.23

2) 45
Properties=species:S:1:pos:R:3 method="wB97M-V/def2-TZVPD" charge=0 e_homo_ev=-10.19 orbital_gap_ev=9.534
O 2.57 0.17 -1.80
H 2.27 0.33 -2.73
H 3.51 0.08 -1.80
O 2.17 -1.73 -0.03
H 1.49 -1.39 0.55
H 2.13 -1.14 -0.78
O -1.97 2.10 1.32
H -2.28 2.03 0.42
H -2.33 2.91 1.63
O -1.69 -2.75 -0.21
H -1.87 -1.96 0.24
H -0.88 -3.10 0.09
O 2.36 2.63 -0.48
H 2.52 1.70 -0.72
H 2.90 2.90 0.27
O -0.33 1.64 -2.39
H 0.03 0.89 -2.84
H -0.34 1.49 -1.44
O -2.62 -0.88 1.70
H -3.01 -0.08 1.98
H -2.61 -1.55 2.38
O -0.04 -1.30 -2.31
H 0.86 -1.30 -2.48
H -0.44 -1.33 -3.17
O -2.59 -0.20 -1.31
H -2.16 0.44 -1.87
H -2.35 -1.05 -1.63
O 1.57 1.33 2.03
H 1.04 0.98 1.31
H 2.49 1.11 1.90
O -0.12 3.38 -0.13
H 0.76 3.11 0.14
H -0.75 3.07 0.55
O 0.43 -1.59 2.28
H -0.33 -1.74 2.83
H 1.13 -1.29 2.87
O 0.02 0.29 -0.02
H -0.02 -0.29 -0.78
H -0.59 -0.02 0.62
O 0.36 -3.92 -1.84
H 1.11 -3.83 -2.45
H -0.05 -3.03 -1.83
O -0.97 0.91 3.69
H -1.22 1.40 2.88
H -0.11 0.61 3.35

3) 45
Properties=species:S:1:pos:R:3 method="wB97M-V/def2-TZVPD" charge=0 e_homo_ev=-8.02 orbital_gap_ev=7.765
H 0.58 -0.18 -0.04
H -0.36 -0.03 1.18
H -4.42 -2.73 2.31
H -2.99 -2.49 1.80
H -1.47 2.26 0.97
H -0.83 3.33 1.98
H 3.50 -2.02 -1.95
H 2.29 -2.20 -2.98
H 0.91 -5.40 -1.88
H 1.43 -4.49 -0.91
H 1.37 1.23 1.62
H 0.47 1.68 0.39
H -3.61 1.61 1.69
H -4.48 2.41 0.70
H -1.84 1.02 -0.48
H -0.63 0.73 -1.40
H -1.01 -1.44 4.18
H -0.09 -0.25 3.57
H -0.03 -2.52 0.79
H -0.33 -2.66 2.32
H 2.72 -0.48 -1.70
H 2.70 0.57 -2.91
H -2.05 -3.54 -3.54
H -1.42 -2.24 -3.47
H 0.06 5.85 1.17
H 0.01 4.33 0.78
H 4.03 0.95 -1.00
H 3.61 -0.20 -0.12
H 1.84 3.38 -1.44
H 0.52 3.91 -0.75
O 0.24 -0.56 0.78
O -3.93 -2.34 1.58
O -1.28 3.26 1.17
O 3.20 -2.16 -2.88
O 0.55 -4.65 -1.39
O 1.31 1.18 0.69
O -3.89 1.64 0.78
O -1.52 0.64 -1.31
O -0.97 -0.76 3.52
O 0.08 -2.08 1.68
O 2.50 -0.40 -2.64
O -1.92 -2.81 -2.91
O -0.45 5.11 1.08
O 4.41 0.27 -0.34
O 1.18 3.29 -0.70

4) 45
Properties=species:S:1:pos:R:3 method="wB97M-V/def2-TZVPD" charge=0 e_homo_ev=-9.18 orbital_gap_ev=8.562
H 0.16 -0.40 -0.35
H 0.28 1.06 -0.36
H 0.86 -4.16 1.68
H 1.41 -4.31 3.03
H 2.30 0.34 -3.20
H 0.93 0.79 -3.11
H 3.33 0.95 0.21
H 2.09 1.26 -0.72
H -1.09 1.41 -1.87
H -1.52 2.09 -0.52
H 2.29 2.04 1.82
H 2.85 3.49 1.41
H -0.88 -1.42 -2.78
H -0.43 -1.92 -1.39
H -1.21 -0.76 1.77
H -0.33 -2.00 1.68
H -3.17 -2.31 1.71
H -3.72 -3.45 0.91
H 0.50 4.84 -0.51
H 1.78 4.87 -1.35
H -0.95 4.23 1.98
H -1.48 5.72 2.22
H -3.55 -0.47 -3.42
H -2.16 -0.57 -3.72
H 0.61 2.25 1.99
H -0.05 1.09 1.69
H -0.35 -4.54 -2.62
H -0.54 -4.30 -1.06
H 3.27 -0.88 2.52
H 1.79 -1.45 2.17
O 0.76 0.27 -0.64
O 0.69 -4.69 2.55
O 1.38 0.10 -3.42
O 2.66 0.54 -0.47
O -1.83 1.60 -1.21
O 2.03 2.90 1.51
O -0.11 -1.49 -2.17
O -1.14 -1.63 2.05
O -3.98 -2.71 1.38
O 0.87 4.64 -1.32
O -1.33 4.89 2.65
O -2.78 -0.74 -2.92
O 0.55 1.63 1.29
O -0.84 -4.11 -1.90
O 2.68 -1.63 2.63

Quick ranking, most stable first: 2), 1), 4), 3).

1) 17
Properties=species:S:1:pos:R:3 method="wB97M-V/def2-TZVPD" charge=+1 e_homo_ev=-13.58 orbital_gap_ev=4.536
N -0.07 0.97 2.64
C 0.08 1.69 1.34
N 0.92 0.96 0.49
H 0.75 1.16 3.22
H -0.06 -0.03 2.43
H 0.36 2.72 1.59
H 1.90 1.21 0.68
H -0.91 1.80 0.88
O -1.50 -1.58 -0.28
C -0.34 -1.60 -0.51
C 0.26 -1.23 -1.89
N 0.37 0.22 -2.07
H 0.38 -1.95 0.24
H 1.26 -1.65 -1.96
H -0.42 -1.67 -2.62
H 0.60 0.72 -1.16
H -0.51 0.61 -2.39

2) 17
Properties=species:S:1:pos:R:3 method="wB97M-V/def2-TZVPD" charge=+1 e_homo_ev=-14.07 orbital_gap_ev=10.800
O -2.80 -1.67 0.04
C -2.91 -0.48 0.17
C -1.71 0.43 0.02
N -0.74 -0.18 -0.92
H -3.88 0.00 0.38
H -2.04 1.41 -0.33
H -1.22 0.56 0.99
H 0.32 0.18 -0.77
H -0.76 -1.20 -0.79
H -1.00 0.00 -1.89
N 2.19 -0.22 1.40
C 2.60 0.32 0.24
N 1.83 0.54 -0.76
H 1.27 -0.63 1.42
H 2.82 -0.59 2.09
H 3.67 0.51 0.17
H 2.37 1.02 -1.47

Quick ranking, most stable first: 2), 1).

1) 14
Properties=species:S:1:pos:R:3 method="wB97M-V/def2-TZVPD" charge=0 e_homo_ev=-8.45 orbital_gap_ev=8.086
N 1.77 1.51 -0.18
C 0.51 1.01 -0.04
C 0.10 -0.24 -0.14
C 1.04 -1.38 0.02
S 2.72 -1.41 -0.07
C -1.29 -0.83 -0.08
N -2.49 0.00 -0.05
O -1.43 -2.04 -0.16
H 1.70 2.57 0.21
H 2.58 0.97 -0.04
H -0.25 1.87 -0.13
H 0.66 -2.44 0.39
H -3.33 -0.50 -0.17
H -2.30 0.92 0.44

2) 14
Properties=species:S:1:pos:R:3 method="wB97M-V/def2-TZVPD" charge=0 e_homo_ev=-9.03 orbital_gap_ev=9.600
H 3.09 0.22 -0.53
N 2.52 -0.52 -0.07
C 1.28 -0.40 -0.04
C 0.36 0.89 -0.30
C -1.12 0.76 0.25
C -2.02 -0.43 0.03
O -3.18 -0.29 -0.09
S -0.96 -1.72 -0.29
N 0.54 -1.53 0.42
H 0.32 0.98 -1.54
H 0.84 1.71 0.18
H -1.59 1.85 -0.09
H -1.28 0.87 1.43
H 1.17 -2.38 0.66

3) 14
Properties=species:S:1:pos:R:3 method="wB97M-V/def2-TZVPD" smiles="C=N/N=C/C(=O)SC" charge=0 e_homo_ev=-9.69 orbital_gap_ev=9.183
C -1.65 1.42 3.16
N -1.67 1.34 1.87
N -0.73 0.41 1.42
C -0.54 0.55 0.15
C 0.33 -0.42 -0.53
O 1.10 -1.14 0.01
S 0.17 -0.31 -2.28
C 1.62 -1.39 -2.62
H -0.98 0.84 3.83
H -2.33 2.15 3.55
H -1.03 1.32 -0.54
H 1.51 -2.39 -2.09
H 1.70 -1.45 -3.74
H 2.49 -0.92 -2.20

Quick ranking, most stable first: 1), 3), 2).

1) 14
Properties=species:S:1:pos:R:3 method="wB97M-V/def2-TZVPD" charge=0 e_homo_ev=-9.05 orbital_gap_ev=8.203
H -1.97 -1.50 -1.33
N -2.70 -1.15 -0.70
C -2.30 -0.13 -0.03
N -3.18 0.59 0.74
C -0.91 0.44 -0.04
C 0.18 -0.33 -0.17
C 1.55 0.21 -0.14
O 1.70 1.47 -0.58
S 2.82 -0.65 0.41
H -2.81 0.99 1.60
H -4.09 0.12 0.87
H -0.81 1.51 0.09
H 0.09 -1.43 -0.19
H 0.87 1.76 -1.02

2) 14
Properties=species:S:1:pos:R:3 method="wB97M-V/def2-TZVPD" smiles="CNN1C(=O)CC1=S" charge=0 e_homo_ev=-9.02 orbital_gap_ev=8.945
C -1.42 -1.57 -0.16
N -0.82 -0.78 0.89
N 0.09 0.09 0.34
C -0.16 1.43 0.05
O -1.08 2.22 0.16
C 1.24 1.66 -0.49
C 1.52 0.17 -0.06
S 2.59 -1.04 0.07
H -2.43 -1.07 -0.38
H -0.83 -1.52 -1.02
H -1.38 -2.52 0.19
H -0.55 -1.17 1.76
H 1.38 1.77 -1.49
H 1.86 2.33 0.14

3) 14
Properties=species:S:1:pos:R:3 method="wB97M-V/def2-TZVPD" smiles="ON1C=N[C@@H]2[C@H](S)[C@@H]21" charge=0 e_homo_ev=-9.23 orbital_gap_ev=9.843
O -2.53 -0.87 -0.11
N -1.22 -0.43 -0.38
C -1.11 0.93 -0.79
N -0.30 1.66 -0.15
C 0.23 0.93 0.94
C 0.91 -0.30 0.77
S 2.22 -0.50 -0.50
C -0.50 -0.52 0.83
H -2.44 -1.81 -0.52
H -1.65 1.10 -1.70
H 0.34 1.58 1.81
H 1.25 -0.39 1.89
H 1.72 0.65 -1.00
H -1.00 -1.03 1.56

4) 14
Properties=species:S:1:pos:R:3 method="wB97M-V/def2-TZVPD" charge=0 e_homo_ev=-8.85 orbital_gap_ev=9.337
N 0.69 1.43 2.46
C -0.24 1.15 1.52
N 0.01 0.37 0.54
C -1.02 0.14 -0.35
C -0.94 -0.63 -1.43
C 0.20 -1.41 -1.92
O 0.12 -2.07 -2.93
S 1.76 -1.36 -1.01
H 1.62 1.06 2.35
H 0.49 2.05 3.20
H -1.24 1.60 1.70
H -2.00 0.63 -0.16
H -1.83 -0.74 -2.08
H 2.36 -2.21 -1.89

Quick ranking, most stable first: 4), 1), 2), 3).

1) 14
Properties=species:S:1:pos:R:3 method="wB97M-V/def2-TZVPD" smiles="CN1C=NC(=S)CO1" charge=0 e_homo_ev=-8.49 orbital_gap_ev=8.125
C -1.46 0.10 -1.51
N -0.32 -0.07 -0.65
C 0.03 -1.29 0.02
N 1.02 -1.41 0.84
C 1.67 -0.26 1.28
S 3.11 0.02 1.95
C 0.70 0.90 0.97
O 0.33 1.06 -0.32
H -2.38 0.62 -1.08
H -1.15 0.71 -2.38
H -1.82 -0.89 -1.96
H -0.68 -2.06 -0.17
H -0.27 0.78 1.65
H 1.21 1.80 1.36

2) 14
Properties=species:S:1:pos:R:3 method="wB97M-V/def2-TZVPD" smiles="[H]/N=C1/NC(=S)C[C@@H]1O" charge=0 e_homo_ev=-8.99 orbital_gap_ev=8.884
H 2.28 0.96 0.41
N 2.27 -0.08 0.13
C 1.01 -0.31 0.15
N 0.34 -1.49 0.04
C -1.01 -1.29 -0.23
S -2.10 -2.53 -0.46
C -1.26 0.20 -0.24
C 0.01 0.75 0.41
O 0.47 2.04 0.05
H 0.80 -2.34 -0.06
H -1.38 0.65 -1.21
H -2.13 0.58 0.27
H -0.19 0.77 1.55
H 0.87 2.11 -0.80

Quick ranking, most stable first: 2), 1).

1) 10
Properties=species:S:1:pos:R:3 method="wB97M-V/def2-TZVPD" smiles="C=CC(=S)SO" charge=0 e_homo_ev=-8.82 orbital_gap_ev=8.294
C 0.83 -1.16 0.04
C 0.37 -0.24 0.86
C -0.97 0.30 0.61
S -2.22 0.28 1.59
S -1.36 0.81 -1.09
O 0.18 1.03 -1.67
H 1.69 -1.82 0.00
H 0.09 -1.32 -0.71
H 0.89 0.28 1.66
H 0.50 1.85 -1.28

2) 10
Properties=species:S:1:pos:R:3 method="wB97M-V/def2-TZVPD" smiles="C#CC(=O)S.S" charge=0 e_homo_ev=-9.64 orbital_gap_ev=9.477
C 0.83 -1.70 0.36
C 1.27 -0.63 -0.02
C 1.88 0.53 -0.56
O 1.86 0.85 -1.71
S 2.55 1.39 0.88
H 0.39 -2.59 0.86
H 3.36 2.26 0.13
S -1.85 0.92 -0.54
H -2.95 0.77 0.19
H -1.74 -0.43 -0.89

Quick ranking, most stable first: 1), 2).

1) 10
Properties=species:S:1:pos:R:3 method="wB97M-V/def2-TZVPD" smiles="OCC(=S)C=S" charge=0 e_homo_ev=-9.09 orbital_gap_ev=7.144
O -0.06 2.10 -0.50
C -0.38 1.28 0.60
C -0.54 -0.16 0.13
S -1.99 -0.87 -0.02
C 0.68 -0.90 -0.28
S 2.19 -0.47 0.07
H -0.83 2.20 -1.07
H -1.31 1.60 1.12
H 0.45 1.34 1.30
H 0.47 -1.83 -0.80

2) 10
Properties=species:S:1:pos:R:3 method="wB97M-V/def2-TZVPD" smiles="OC[C@@H]1SC1=S" charge=0 e_homo_ev=-8.95 orbital_gap_ev=8.214
O 0.53 -0.72 1.26
C 1.02 -0.21 0.04
C -0.05 0.53 -0.73
S -1.12 1.71 0.19
C -1.32 -0.01 -0.34
S -2.20 -1.40 -0.08
H -0.25 -0.27 1.70
H 1.44 -1.04 -0.56
H 1.85 0.53 0.29
H 0.09 0.87 -1.78

Quick ranking, most stable first: 1), 2).

1) 10
Properties=species:S:1:pos:R:3 method="wB97M-V/def2-TZVPD" smiles="C=CC(=S)SO" charge=0 e_homo_ev=-8.97 orbital_gap_ev=8.025
C 0.14 -0.27 -1.41
C -0.19 -0.75 -0.24
C -0.97 -0.18 0.87
S -2.07 -1.06 1.71
S -0.47 1.58 1.32
O 1.09 1.77 0.78
H 0.65 -0.93 -2.09
H 0.08 0.70 -1.81
H 0.11 -1.84 -0.14
H 1.62 0.98 1.00

2) 10
Properties=species:S:1:pos:R:3 method="wB97M-V/def2-TZVPD" smiles="S=CO/C=C/S" charge=0 e_homo_ev=-9.06 orbital_gap_ev=9.333
S 1.30 2.41 0.70
C 1.61 1.28 -0.42
O 1.00 0.17 -0.87
C -0.27 -0.16 -0.45
C -0.51 -0.87 0.62
S -2.02 -1.56 1.24
H 2.52 1.21 -1.00
H -1.08 0.16 -1.00
H 0.32 -1.37 1.02
H -2.88 -1.26 0.18

Quick ranking, most stable first: 2), 1).

1) 10
Properties=species:S:1:pos:R:3 method="wB97M-V/def2-TZVPD" smiles="O=C[C@H](S)C=S" charge=0 e_homo_ev=-9.32 orbital_gap_ev=8.686
O 0.51 -2.17 0.98
C 0.76 -0.94 0.81
C 0.04 -0.37 -0.44
S 1.34 0.64 -1.14
C -1.11 0.58 -0.24
S -2.05 0.66 0.96
H 1.27 -0.31 1.72
H -0.30 -1.24 -0.98
H 0.71 1.98 -0.56
H -1.18 1.18 -1.12

2) 10
Properties=species:S:1:pos:R:3 method="wB97M-V/def2-TZVPD" smiles=C#CC(O)(S)S charge=0 e_homo_ev=-9.16 orbital_gap_ev=9.738
C -2.02 -1.13 0.06
C -0.94 -0.61 -0.13
C 0.39 0.07 -0.17
O 1.14 -0.60 -1.11
S 1.39 -0.31 1.40
S 0.10 1.90 -0.28
H -2.77 -1.75 0.31
H 0.81 -0.54 -2.01
H 0.59 0.41 2.26
H 1.30 2.55 -0.35

3) 10
Properties=species:S:1:pos:R:3 method="wB97M-V/def2-TZVPD" charge=0 e_homo_ev=-10.09 orbital_gap_ev=8.267
C 0.49 0.93 -1.17
C 1.04 0.58 -0.05
C 1.52 0.21 1.09
O -3.28 -0.61 0.77
S -1.28 -2.42 -0.11
S -2.49 -0.97 -0.38
H 0.51 0.29 -2.04
H 2.54 0.39 1.38
H 0.91 -0.30 1.81
H 0.04 1.90 -1.30

Quick ranking, most stable first: 3), 1), 2).

1) 17
Properties=species:S:1:pos:R:3 method="wB97M-V/def2-TZVPD" charge=-1 e_homo_ev=-3.74 orbital_gap_ev=7.799
C 0.39 0.16 0.45
O 0.44 0.36 -0.99
C -0.78 0.80 1.12
C -1.29 0.11 2.37
H 1.43 0.29 0.92
H 0.45 -1.03 0.52
H -1.51 0.97 0.32
H -0.37 1.80 1.38
H -2.33 0.40 2.48
H -0.64 0.56 3.16
H -1.18 -1.03 2.44
H 1.85 0.72 -3.28
H 1.61 0.37 -1.94
O 2.41 0.53 -2.51
H 0.24 -2.28 -2.52
H -0.13 -0.91 -1.77
O -0.60 -1.82 -2.16

2) 17
Properties=species:S:1:pos:R:3 method="wB97M-V/def2-TZVPD" charge=-1 e_homo_ev=-3.75 orbital_gap_ev=7.788
C 0.13 0.66 0.52
O 0.29 -0.66 0.79
C 0.66 1.07 -0.88
C 0.54 2.56 -1.17
H 0.64 1.35 1.22
H -0.94 0.98 0.45
H 0.17 0.47 -1.65
H 1.71 0.78 -0.97
H -0.49 2.93 -1.21
H 0.97 2.75 -2.15
H 1.04 3.20 -0.44
H 0.05 -2.51 -1.59
H 0.58 -1.87 -0.30
O 0.87 -2.42 -1.09
H -2.47 -0.16 1.60
H -1.19 -0.97 1.60
O -2.16 -1.05 1.84

Quick ranking, most stable first: 2), 1).

1) 10
Properties=species:S:1:pos:R:3 method="wB97M-V/def2-TZVPD" smiles=O[C@H](F)[C@](O)(F)Br charge=0 e_homo_ev=-10.49 orbital_gap_ev=10.983
O -1.45 -0.74 -0.59
C -0.90 -0.02 0.42
F -1.45 1.23 0.39
C 0.81 0.16 0.18
O 1.37 -1.05 -0.11
F 1.22 0.62 1.39
Br 0.83 1.56 -1.18
H -1.55 -0.20 -1.47
H -1.17 -0.45 1.43
H 2.28 -1.11 -0.47

2) 10
Properties=species:S:1:pos:R:3 method="wB97M-V/def2-TZVPD" charge=0 e_homo_ev=-10.88 orbital_gap_ev=11.072
C 0.65 -0.24 -0.34
C -0.37 0.52 0.35
O 0.30 -1.97 0.02
O -0.44 1.80 -0.23
F 1.84 0.13 0.02
F -0.13 0.74 1.66
Br -2.20 -0.30 0.11
H 0.61 -0.41 -1.45
H 1.07 -2.32 0.30
H -1.33 2.04 -0.42

Quick ranking, most stable first: 1), 2).